ORCA calculation (the ωB97M-V functional and the def2-TZVPD basis) on C15H33BClCrO4P2 as an isolated structure.

Each line ends with the Löwdin charge.
CARTESIAN COORDINATES (ANGSTROEM)
C 0.6116 -0.2904 -5.2091  0.09
C 1.6748 -0.1960 -4.3044  0.01
H 0.9755 -0.0864 -6.2438  0.18
H -0.1666 0.4644 -4.9524  0.15
H 0.1582 -1.3069 -5.1649  0.15
O 2.6132 -0.2588 -3.6245  0.34
Cl -2.3060 -0.1705 -1.5488  0.22
Cr -0.1128 -0.0477 -1.2128  -0.06
P -0.1300 2.2903 -1.4500  0.76
C 1.0452 3.2213 -0.4377  -0.21
C 0.0766 2.9426 -3.1105  -0.23
H 0.4405 3.9802 -3.0604  0.07
H -1.6958 4.0278 -0.7615  0.07
H -0.8802 2.9129 -3.6496  0.07
H -2.5315 2.6123 -1.5098  0.03
H 2.0631 2.8283 -0.5404  0.05
H 0.8210 2.3552 -3.6647  0.02
C -1.7292 2.9351 -0.8409  -0.23
H 1.0153 4.2658 -0.7757  0.07
H -1.9176 2.5165 0.1531  0.05
H 0.7540 3.1699 0.6176  0.07
P 0.0761 -2.3535 -1.2573  0.74
C 1.3723 -3.0910 -0.2392  -0.21
C -1.4360 -3.1024 -0.5915  -0.24
H -0.5085 -2.8512 -3.5201  0.05
H 0.3907 -4.2092 -2.7849  0.08
H 1.2818 -2.7670 -3.3242  0.04
C 0.3393 -3.1154 -2.8774  -0.23
H -2.2853 -2.8532 -1.2261  0.03
H -1.3240 -4.1847 -0.5174  0.07
H 1.2765 -4.1840 -0.2935  0.07
H 1.2491 -2.7471 0.7940  0.05
H -1.6347 -2.7044 0.4042  0.06
H 2.3626 -2.7847 -0.5997  0.06
C 1.8802 0.0613 -1.1400  -0.14
O 2.9973 0.1424 -0.7981  0.18
C -2.2387 0.0347 2.9663  0.00
C -0.8479 0.6510 2.8856  -0.49
C -0.8010 1.8314 3.8282  0.00
O -0.6467 1.1458 1.5632  0.03
B -0.0180 0.0924 0.8407  -0.60
O 0.5475 -0.8472 1.7329  0.04
C 0.3104 -0.4034 3.0658  -0.48
C 1.6013 0.2170 3.5825  0.00
C -0.0166 -1.6089 3.9307  0.01
H -2.3366 -0.8506 2.3238  0.09
H -2.9865 0.7671 2.6270  0.11
H -2.4695 -0.2394 4.0065  0.11
H -1.5891 2.5517 3.5806  0.10
H -0.9943 1.4956 4.8539  0.11
H 0.1524 2.3634 3.8175  0.09
H 1.4619 0.5408 4.6159  0.10
H 2.3933 -0.5392 3.5696  0.10
H 1.9332 1.0692 2.9775  0.10
H -0.9026 -2.1618 3.5734  0.09
H 0.8570 -2.2776 3.9751  0.10
H -0.2261 -1.2538 4.9457  0.11

Output
Net charge ... +2
HOMO energy (alpha / beta) ... -15.2 / -15.1 eV
Kohn-Sham gap (alpha / beta) ... 6.3 / 6.2 eV
Spin multiplicity ... 4
E_tot ... -3104.032961 a.u.